Model 1:
This record from the Open Molecules 2025 dataset describes an isolated ion of composition C3H7FNO2 and charge +1. The level of theory is ωB97M-V/def2-TZVPD.

Each line ends with the Mulliken charge.
Element x y z (Å)
C -1.49990 1.40255 -0.36268  -0.12
C 0.38168 -0.29479 -0.47659  -0.40
C -2.38126 -0.47878 0.63764  0.27
N 1.55452 -0.66286 0.48144  -0.24
O -0.12951 1.04654 -0.31635  -0.31
O -2.09310 0.74865 0.72059  -0.23
F -2.75289 -0.98424 -0.50157  -0.17
H -1.34120 2.52959 -0.33334  0.26
H -1.85241 1.08339 -1.41864  0.32
H 0.60225 -0.55970 -1.59528  0.22
H -2.71192 -1.03597 1.61632  0.34
H 1.51919 -1.62161 0.27445  0.37
H 1.19192 -0.31721 1.41424  0.36
H 2.30509 -0.11771 0.09881  0.33

Values from the calculation:
- E_HOMO (alpha / beta): -12.7 / -11.5 eV
- Charge: +1
- LUMO energy (alpha / beta): -0.1395 / -0.1797 hartree

---

Model 2:
This record from the Open Molecules 2025 dataset describes a 2-piece molecular cluster, C3H7FNO2 overall. The level of theory is ωB97M-V/def2-TZVPD.

Each line ends with the Mulliken charge.
Element x y z (Å)
C -1.43568 -1.76668 0.94661  -0.22
C -0.43411 -0.14688 -0.34827  -0.42
C 2.60443 0.60224 0.16143  0.23
N -0.81601 1.17409 -0.85097  -0.29
O -1.28777 -0.56805 0.60712  -0.22
O 2.05826 1.02327 -0.76520  -0.36
F 1.87847 0.45325 1.33420  -0.23
H -2.00685 -1.94395 1.88708  0.27
H -1.19565 -2.71899 0.42686  0.29
H -0.10485 -0.82915 -1.09898  0.48
H 3.49632 0.03810 0.32206  0.38
H -1.81753 1.28310 -0.95567  0.35
H -0.30712 1.45066 -1.62140  0.34
H -0.63193 1.94899 -0.04487  0.40

Values from the calculation:
- E_HOMO (alpha / beta): -12.2 / -12.8 eV
- Charge: +1
- LUMO energy (alpha / beta): -0.1613 / -0.1372 hartree

---

Of them, model 2 has the highest stability.